Entry 1:
The following is a quantum chemistry calculation of one molecule with the formula C4H6O2, from the OMol25 dataset.

XYZ file:
```
12
Properties=species:S:1:pos:R:3:forces:R:3:lowdin_charge:R:1
O 1.7951 -0.3573 0.9949 0.01 -0.35 -0.03 0.013
C 1.0949 -1.1635 0.2217 -0.06 0.44 -0.01 -0.028
C 0.1286 -0.3261 -0.5710 0.10 -0.16 -0.07 -0.274
C -1.2921 -0.4274 0.0413 -0.19 -0.39 0.03 -0.155
O -1.3274 0.9768 0.3041 -0.09 0.09 0.07 -0.109
C -0.0532 1.1823 -0.3262 0.32 0.22 -0.09 -0.151
H 2.3884 -0.9044 1.5318 -0.09 0.10 -0.08 0.107
H 0.1775 -0.6417 -1.6178 0.00 0.03 0.19 0.132
H -2.0787 -0.7450 -0.6540 0.14 0.06 0.09 0.119
H -1.3605 -1.0246 0.9596 0.00 0.10 -0.12 0.117
H 0.6704 1.6445 0.3529 -0.14 -0.04 -0.11 0.110
H -0.1432 1.7863 -1.2374 0.00 -0.10 0.13 0.118
```
Forces are in eV/Å.

For the LUMO energy, the calculation gives 0.8 eV. The value obtained for the HOMO-LUMO gap is 0.3506 hartree. Its HOMO energy is -8.78 eV. The net charge is 0.

Entry 2:
The following is a quantum chemistry calculation of C32H37CrN11OS4 as an isolated structure at a distorted geometry, from the OMol25 dataset.

XYZ file:
```
86
Properties=species:S:1:pos:R:3:forces:R:3:lowdin_charge:R:1
Cr 1.1881 -1.3398 0.6750 -0.31 0.40 -0.03 0.417
C 1.8984 -0.9195 4.4230 0.13 0.07 0.00 -0.450
C 2.2508 0.5580 4.4928 -0.01 0.03 -0.03 -0.483
S 2.6550 1.3626 2.9326 0.02 -0.05 0.01 0.916
C 4.3477 0.8669 2.5523 -0.04 0.03 0.00 -0.479
C 4.6429 -0.6141 2.3947 -0.03 0.16 0.11 -0.419
S 3.6582 -1.5421 1.1510 0.03 -0.11 -0.05 0.920
C 3.7863 -3.1784 1.9481 -0.07 -0.03 0.02 -0.438
C 2.9562 -4.2299 1.2402 0.09 0.06 -0.08 -0.423
S 1.2393 -3.7584 0.8921 0.00 -0.15 -0.01 0.943
C 0.3000 -4.0640 2.4126 -0.12 0.09 0.02 -0.423
C 0.6119 -3.1559 3.5850 0.02 -0.02 -0.04 -0.426
S 0.6543 -1.3755 3.1592 -0.01 0.02 -0.07 0.912
H 1.4539 -1.2287 5.3708 -0.04 -0.03 -0.02 0.112
H 2.7761 -1.5383 4.2537 -0.01 0.00 -0.01 0.053
H 3.0656 0.6888 5.2076 -0.01 -0.02 0.02 0.108
H 1.4060 1.1282 4.8813 0.00 0.01 0.00 0.090
H 5.0170 1.2472 3.3265 0.02 -0.01 -0.01 0.105
H 4.5866 1.4171 1.6406 -0.01 0.00 0.00 0.085
H 4.5278 -1.1374 3.3412 -0.02 -0.02 -0.02 0.076
H 5.6784 -0.7388 2.0761 -0.01 -0.04 -0.06 0.109
H 3.4835 -3.0712 2.9883 0.01 0.01 -0.01 0.066
H 4.8367 -3.4723 1.9330 0.01 0.03 -0.01 0.118
H 2.9442 -5.1619 1.8070 -0.04 0.00 0.01 0.118
H 3.3713 -4.4679 0.2604 -0.01 -0.02 0.00 0.091
H 0.4500 -5.1069 2.6951 0.02 -0.02 -0.05 0.116
H -0.7383 -3.9690 2.0921 -0.01 0.00 -0.01 0.088
H 1.5805 -3.4049 4.0169 0.00 0.03 0.00 0.085
H -0.1380 -3.2960 4.3637 -0.02 0.01 0.00 0.113
C -4.4767 -1.3163 0.6863 -0.32 0.14 -0.05 -0.042
N -3.0568 -1.6290 0.4603 0.40 0.17 0.06 -0.073
C -1.9625 -1.0340 0.9239 -0.52 -0.06 0.22 -0.104
N -0.8836 -1.6297 0.4097 0.47 -0.07 -0.09 -0.059
C -1.4235 -2.5992 -0.3996 -0.08 -0.20 -0.24 -0.203
N -2.7258 -2.6175 -0.3898 0.29 0.01 0.09 0.194
C -5.0930 -0.6728 -0.5337 -0.31 -0.32 -0.12 -0.213
C -6.1924 -1.2398 -1.1786 0.10 -0.04 0.14 -0.007
C -6.7534 -0.6274 -2.2968 0.07 -0.11 0.18 -0.027
C -6.2152 0.5419 -2.7977 0.36 0.19 0.22 0.023
C -5.1034 1.1080 -2.1577 -0.32 -0.76 0.37 -0.125
C -4.5589 0.5003 -1.0198 -0.13 0.30 -0.43 0.015
C -4.4856 2.3015 -2.6580 -0.11 1.46 -1.43 -0.275
N -4.7882 3.0526 -3.6990 -0.30 -1.52 1.16 0.131
N -3.8709 4.0389 -3.7555 1.54 0.47 1.04 0.131
C -3.0419 3.8550 -2.7469 -1.54 -0.09 -1.35 -0.273
O -3.3912 2.7700 -2.0193 0.07 -0.06 0.03 0.103
C -1.8713 4.5824 -2.3522 0.77 0.41 0.33 -0.125
C -1.4102 5.6871 -3.0823 -0.16 -0.38 0.24 0.022
C -0.2570 6.3266 -2.6705 0.14 -0.05 0.19 -0.028
C 0.4419 5.8754 -1.5523 0.05 -0.09 0.13 -0.006
C -0.0207 4.7827 -0.8186 0.27 0.34 -0.17 -0.207
C 0.7021 4.2747 0.4073 -0.16 0.31 -0.07 -0.042
N 1.1020 2.8704 0.2480 -0.08 -0.40 0.02 -0.080
C 0.4987 1.7614 0.6594 -0.12 0.45 0.14 -0.155
N 1.1810 0.7009 0.2367 0.11 -0.45 -0.06 -0.065
C 2.2210 1.2593 -0.4565 0.22 0.05 -0.16 -0.201
N 2.1986 2.5630 -0.4698 -0.04 -0.24 0.11 0.192
C -1.1768 4.1493 -1.2168 -0.32 0.09 -0.43 0.015
H -4.5216 -0.6626 1.5574 0.04 0.01 0.01 0.141
H -4.9729 -2.2529 0.9303 0.04 -0.02 0.01 0.139
H -1.9720 -0.2340 1.6457 -0.04 0.02 -0.02 0.144
H -0.8393 -3.2791 -0.9968 -0.01 0.00 -0.02 0.119
H -6.6189 -2.1634 -0.8067 0.00 0.00 0.00 0.122
H -7.6111 -1.0751 -2.7791 0.00 -0.01 0.01 0.124
H -6.6335 1.0236 -3.6714 0.03 0.02 0.01 0.132
H -3.7144 0.9640 -0.5245 0.03 0.06 -0.01 0.112
H -1.9567 6.0215 -3.9540 -0.02 -0.03 0.02 0.132
H 0.1106 7.1802 -3.2225 0.01 0.00 0.01 0.123
H 1.3500 6.3832 -1.2507 0.00 0.00 0.00 0.122
H 0.0676 4.3260 1.2922 0.00 -0.04 0.02 0.142
H 1.6110 4.8386 0.6022 0.02 -0.03 0.00 0.139
H -0.3853 1.7563 1.2750 -0.01 0.04 -0.02 0.149
H 2.9867 0.6879 -0.9565 0.00 0.00 -0.02 0.126
H -1.5621 3.3096 -0.6519 -0.06 -0.03 0.00 0.109
N 3.7076 -2.9100 -3.9251 -0.10 0.02 0.09 0.189
C 2.6634 -2.2914 -3.3574 0.11 -0.07 -0.05 -0.328
C 2.5093 -2.2044 -1.9538 0.15 -0.16 0.05 -0.067
N 1.4744 -1.5699 -1.4126 -0.07 0.09 0.09 -0.071
C 0.5746 -1.0089 -2.2381 -0.11 0.11 0.19 -0.123
C 0.7366 -1.1118 -3.6103 0.05 -0.04 -0.13 -0.050
N 1.7554 -1.7382 -4.1670 -0.07 0.05 0.03 0.177
H 4.4175 -3.3810 -3.3947 0.02 0.01 -0.01 0.121
H 3.7472 -2.9592 -4.9309 0.00 0.01 -0.03 0.136
H 3.2443 -2.6407 -1.2918 0.03 0.00 -0.02 0.080
H -0.2546 -0.4757 -1.8010 0.01 0.02 -0.04 0.109
H 0.0095 -0.6663 -4.2792 -0.01 0.01 0.02 0.137
```
Forces are in eV/Å.

The spin multiplicity is 4. For the LUMO energy (alpha / beta), the calculation gives -9.8 / -9.4 eV. The value obtained for the HOMO-LUMO gap (alpha / beta) is 0.1600 / 0.1751 hartree. Its HOMO energy (alpha / beta) is -14.17 / -14.17 eV. The net charge is +3.

Entry 3:
The following is a quantum chemistry calculation of C15H13Cl27FN2O4S as an isolated structure at a distorted geometry, from the OMol25 dataset.

XYZ file:
```
63
Properties=species:S:1:pos:R:3:forces:R:3:lowdin_charge:R:1
O 0.6263 -3.4093 4.2462 -2.60 2.26 -7.00 -0.096
C 0.2014 -2.8367 3.0860 3.57 4.30 7.12 -0.443
O 0.3329 -1.3779 2.9316 -1.88 -8.00 -1.35 -0.391
N -0.3252 -3.7878 2.0335 -0.05 1.77 -2.44 -0.129
C 0.5401 -3.7625 0.7638 1.11 1.49 -2.13 -0.168
C 0.1474 -2.6392 -0.3930 5.06 -3.77 -0.49 0.030
C 1.1895 -2.7492 -1.6978 0.77 -2.08 5.09 -0.212
C 2.3412 -3.8943 -1.5810 -1.20 1.27 0.93 -0.159
N 2.6704 -4.8549 -0.4896 -3.50 4.59 0.80 -0.133
C 1.7811 -4.8121 0.7061 -0.71 4.07 -2.10 -0.179
S -2.0151 -3.5371 1.6723 -6.01 -4.88 1.72 0.887
O -2.8555 -4.0931 2.8872 3.95 3.19 -4.29 -0.350
O -2.5085 -4.3001 0.4025 2.88 3.92 3.78 -0.367
F -2.4136 -1.8358 1.6115 1.14 -3.13 -0.34 -0.264
H -0.7371 -1.8773 -0.3222 1.90 -1.71 0.05 0.105
H 1.0589 -2.0424 -2.6492 1.50 -1.39 3.04 0.013
H 3.0464 -3.9750 -2.5439 -1.66 0.05 2.52 0.113
H 1.9720 -5.5386 1.6077 -0.43 1.65 -2.08 0.141
C -1.4185 2.0134 2.9885 0.00 -0.28 -0.03 -1.482
Cl -2.9694 2.2606 3.8089 0.20 0.00 -0.10 0.505
Cl -1.5647 2.3741 1.2600 -0.14 -0.38 0.23 0.493
Cl -0.1570 3.0141 3.7283 -0.28 0.02 -0.27 0.510
H -1.1341 0.9638 3.0985 0.04 0.19 -0.03 0.001
C 2.7205 3.1445 1.4156 -0.07 -0.09 0.05 -1.548
Cl 2.3822 1.9371 0.1637 -0.02 0.13 0.24 0.509
Cl 3.7365 2.4508 2.6907 -0.16 0.11 -0.14 0.538
Cl 3.4969 4.5721 0.7093 -0.01 -0.12 0.09 0.497
H 1.7716 3.4536 1.8613 0.33 -0.16 -0.15 -0.077
C -0.2021 5.7365 -1.0315 0.03 0.05 0.18 -1.493
Cl 1.3704 6.3480 -1.5728 -0.19 0.05 -0.08 0.501
Cl -0.8032 4.4951 -2.1437 -0.06 0.17 0.11 0.517
Cl -0.0857 5.0927 0.6152 -0.03 0.47 -0.38 0.520
H -0.9118 6.5677 -1.0269 0.25 -0.30 -0.01 0.020
C 2.0913 3.5841 -4.6824 -0.09 -0.07 0.36 -1.553
Cl 3.6638 4.1957 -5.2238 -0.13 -0.03 -0.01 0.511
Cl 1.4902 2.3427 -5.7946 0.01 0.15 0.02 0.517
Cl 2.2077 2.9403 -3.0357 0.08 0.13 -0.36 0.489
H 1.3816 4.4153 -4.6779 0.23 -0.25 0.01 -0.040
C -0.2765 -7.6096 -1.1961 -0.19 0.21 -0.46 -1.470
Cl 0.6727 -6.1430 -0.8998 -1.86 -2.97 -1.23 0.738
Cl 0.0075 -8.8033 0.0821 0.02 0.06 -0.10 0.517
Cl -2.0015 -7.2213 -1.3123 0.03 -0.12 -0.07 0.522
H 0.0442 -8.0411 -2.1477 -0.15 0.04 0.34 0.015
C 2.3545 0.6795 5.8187 -0.11 -0.12 -0.63 -1.524
Cl 2.5730 -0.3729 7.2274 0.09 0.07 0.04 0.502
Cl 1.3989 -0.1404 4.5720 0.70 0.20 0.87 0.651
Cl 1.5822 2.2019 6.2935 0.26 0.16 0.39 0.457
H 3.3393 0.9077 5.4032 -0.27 0.00 0.28 -0.007
C -6.0662 2.3080 6.4754 0.13 -0.05 -0.04 -1.536
Cl -7.6171 2.5551 7.2958 0.12 -0.07 -0.05 0.504
Cl -6.2123 2.6687 4.7468 -0.03 -0.08 0.24 0.499
Cl -4.8047 3.3086 7.2151 -0.15 -0.17 -0.10 0.512
H -5.7818 1.2584 6.5853 -0.09 0.37 -0.05 0.023
C 1.0256 5.9818 -7.5684 0.00 -0.08 -0.02 -1.536
Cl -0.5920 5.2588 -7.5472 0.23 0.06 0.02 0.517
Cl 1.1846 7.1110 -8.9245 0.02 -0.14 0.14 0.520
Cl 1.3605 6.8018 -6.0337 -0.07 -0.03 -0.18 0.525
H 1.7588 5.1818 -7.6986 -0.22 0.25 0.07 0.004
C -1.2967 -3.7627 -4.7180 -0.47 0.13 0.05 -1.479
Cl -0.1217 -4.7821 -5.5662 -0.10 0.08 0.13 0.516
Cl -0.5199 -2.8992 -3.3799 -1.94 -1.25 -2.01 0.665
Cl -2.0530 -2.6191 -5.8405 -0.04 -0.11 -0.03 0.510
H -2.0771 -4.4071 -4.3051 0.26 0.18 -0.15 0.022
```
Forces are in eV/Å.

For the LUMO energy, the calculation gives 1.5 eV. The value obtained for the HOMO-LUMO gap is 0.2808 hartree. Its HOMO energy is -6.19 eV. The net charge is -1.

Question: net charge of number 1 (C4H6O2)?
Answer: 0

Copy entry 1 word for word.
The following is a quantum chemistry calculation of one molecule with the formula C4H6O2, from the OMol25 dataset.

XYZ file:
```
12
Properties=species:S:1:pos:R:3:forces:R:3:lowdin_charge:R:1
O 1.7951 -0.3573 0.9949 0.01 -0.35 -0.03 0.013
C 1.0949 -1.1635 0.2217 -0.06 0.44 -0.01 -0.028
C 0.1286 -0.3261 -0.5710 0.10 -0.16 -0.07 -0.274
C -1.2921 -0.4274 0.0413 -0.19 -0.39 0.03 -0.155
O -1.3274 0.9768 0.3041 -0.09 0.09 0.07 -0.109
C -0.0532 1.1823 -0.3262 0.32 0.22 -0.09 -0.151
H 2.3884 -0.9044 1.5318 -0.09 0.10 -0.08 0.107
H 0.1775 -0.6417 -1.6178 0.00 0.03 0.19 0.132
H -2.0787 -0.7450 -0.6540 0.14 0.06 0.09 0.119
H -1.3605 -1.0246 0.9596 0.00 0.10 -0.12 0.117
H 0.6704 1.6445 0.3529 -0.14 -0.04 -0.11 0.110
H -0.1432 1.7863 -1.2374 0.00 -0.10 0.13 0.118
```
Forces are in eV/Å.

For the LUMO energy, the calculation gives 0.8 eV. The value obtained for the HOMO-LUMO gap is 0.3506 hartree. Its HOMO energy is -8.78 eV. The net charge is 0.

Question: The lowest net charge belongs to which entry?
Answer: C15H13Cl27FN2O4S

Question: Look up the net charge of the second one.
Answer: +3